(1)
Formula: C11H17N4O2OsS
Source: the OMol25 dataset
Level of theory: the ωB97M-V functional and the def2-TZVPD basis

As for the orbital gap (spin up / spin down): 6.444 / 6.664 eV. The HOMO energy (spin up / spin down) comes out at -19.82 / -19.57 eV. The net charge is +3. Its multiplicity is 1.

CARTESIAN COORDINATES (ANGSTROEM)
1 Os -0.59 -0.59 0.30
2 N -1.10 -1.78 3.98
3 C -1.01 -1.51 2.73
4 S -1.76 -2.26 1.32
5 N -0.19 -0.54 2.18
6 N 0.66 0.14 2.97
7 C 1.64 0.72 2.36
8 C 2.09 0.56 0.97
9 C 3.39 0.98 0.71
10 C 3.99 0.69 -0.50
11 C 3.26 -0.03 -1.45
12 C 1.96 -0.39 -1.16
13 N 1.36 -0.09 0.01
14 H -1.71 -2.52 4.32
15 H -0.54 -1.26 4.66
16 H 2.29 1.30 3.00
17 H 3.94 1.49 1.49
18 H 5.01 1.00 -0.70
19 H 3.69 -0.29 -2.41
20 H 1.36 -0.92 -1.88
21 C -1.51 -2.15 -2.36
22 O -1.13 -0.87 -1.75
23 C -1.82 0.26 -2.36
24 C -1.21 1.48 -1.73
25 O -1.21 1.23 -0.27
26 C -2.25 1.95 0.52
27 H -1.25 -2.12 -3.41
28 H -2.58 -2.31 -2.22
29 H -0.93 -2.92 -1.85
30 H -2.89 0.17 -2.16
31 H -1.64 0.24 -3.44
32 H -1.77 2.39 -1.91
33 H -0.16 1.61 -2.00
34 H -2.17 3.00 0.26
35 H -1.99 1.80 1.56
36 H -3.22 1.54 0.27

***

(2)
Formula: C3H7O2S
Source: the OMol25 dataset
Level of theory: the ωB97M-V functional and the def2-TZVPD basis

As for the orbital gap: 8.134 eV. The HOMO energy comes out at -4.49 eV. The net charge is -1. Its multiplicity is 1.

CARTESIAN COORDINATES (ANGSTROEM)
1 C 1.74 0.34 0.61
2 C 0.66 -0.32 1.46
3 S -0.12 -1.76 0.65
4 H 1.36 0.54 -0.39
5 H 2.64 -0.27 0.59
6 H 1.98 1.30 1.03
7 H 1.13 -0.73 2.36
8 H -0.10 0.37 1.77
9 H -0.48 -1.02 -0.44
10 O -0.70 2.16 -0.55
11 C -1.06 1.43 -1.49
12 O -0.72 0.25 -1.75
13 H -1.80 1.86 -2.22

***

(3)
Formula: C10H16N4
Source: the OMol25 dataset
Level of theory: the ωB97M-V functional and the def2-TZVPD basis

As for the orbital gap: 8.851 eV. The HOMO energy comes out at -8.29 eV. The net charge is 0. Its multiplicity is 1.

CARTESIAN COORDINATES (ANGSTROEM)
1 C 3.97 -0.99 -0.20
2 C 3.72 0.32 0.50
3 C 2.19 0.63 0.81
4 C 0.81 -1.04 -0.40
5 C -0.41 -1.23 0.46
6 C -2.06 -0.27 -1.01
7 C -3.54 0.19 -0.68
8 C -4.17 -0.81 0.23
9 C -0.85 1.02 0.48
10 C 0.33 1.28 -0.47
11 H 4.35 0.30 1.48
12 H 4.10 1.08 -0.17
13 H 2.18 1.74 1.10
14 H 1.83 0.11 1.85
15 H 1.54 -1.86 -0.15
16 H 0.59 -1.08 -1.48
17 H -0.15 -1.12 1.52
18 H -0.85 -2.18 0.27
19 H -2.13 -1.22 -1.50
20 H -1.67 0.53 -1.69
21 H -3.52 1.18 -0.18
22 H -4.22 0.38 -1.53
23 H -0.66 1.14 1.60
24 H -1.65 1.81 0.29
25 H -0.03 1.37 -1.49
26 H 0.68 2.24 -0.20
27 N 4.22 -2.11 -0.44
28 N 1.41 0.35 -0.34
29 N -1.39 -0.25 0.27
30 N -4.62 -1.49 1.06

***

(4)
Formula: C19H21F3O2S
Source: the OMol25 dataset
Level of theory: the ωB97M-V functional and the def2-TZVPD basis

As for the orbital gap: 2.353 eV. The HOMO energy comes out at -5.34 eV. The net charge is 0. Its multiplicity is 1.

CARTESIAN COORDINATES (ANGSTROEM)
1 C -1.40 -0.59 -1.59
2 C -0.19 0.23 -1.67
3 C 1.16 -0.15 -1.69
4 C 2.17 0.89 -1.70
5 C 1.76 2.33 -1.67
6 C 3.51 0.57 -1.72
7 C 3.95 -0.76 -1.71
8 C 5.41 -1.07 -1.71
9 C 2.99 -1.78 -1.71
10 C 1.63 -1.51 -1.71
11 C 0.70 -2.68 -1.73
12 H -2.26 0.09 -1.57
13 H -1.54 -1.27 -2.45
14 H -1.46 -1.18 -0.65
15 H -0.40 1.29 -1.71
16 H 2.66 2.97 -1.63
17 H 1.19 2.62 -2.56
18 H 1.15 2.54 -0.78
19 H 4.25 1.38 -1.74
20 H 5.57 -2.15 -1.71
21 H 5.92 -0.65 -2.58
22 H 5.91 -0.65 -0.82
23 H 3.34 -2.81 -1.70
24 H 1.28 -3.61 -1.77
25 H 0.07 -2.72 -0.83
26 H 0.04 -2.66 -2.61
27 F 2.05 1.10 3.84
28 C 0.95 0.34 3.72
29 F 1.30 -0.84 3.13
30 F 0.46 0.07 4.96
31 S -0.35 1.21 2.67
32 C -1.64 0.06 2.60
33 C -2.89 0.33 2.03
34 C -3.94 -0.63 2.15
35 C -5.19 -0.41 1.58
36 C -5.45 0.77 0.86
37 C -4.43 1.73 0.73
38 C -3.18 1.53 1.30
39 O -0.73 2.38 3.44
40 O 0.26 1.35 1.37
41 H -1.47 -0.86 3.17
42 H -3.71 -1.54 2.71
43 H -5.97 -1.16 1.69
44 H -6.43 0.94 0.42
45 H -4.62 2.65 0.18
46 H -2.42 2.31 1.19

***

(5)
Formula: C46H58EuI2N6OP2Se2Te
Source: the OMol25 dataset
Level of theory: the ωB97M-V functional and the def2-TZVPD basis

As for the orbital gap (spin up / spin down): 6.047 / 7.304 eV. The HOMO energy (spin up / spin down) comes out at -9.76 / -9.76 eV. The net charge is +1. Its multiplicity is 7.

CARTESIAN COORDINATES (ANGSTROEM)
1 Eu 0.27 -1.27 1.39
2 N -0.72 -3.03 2.99
3 C -1.85 -3.95 2.81
4 C -1.55 -4.95 1.70
5 C -2.44 -4.80 0.46
6 C -2.48 -3.40 -0.15
7 N -1.13 -2.81 -0.30
8 H 0.09 -3.51 3.21
9 H -0.84 -2.39 3.75
10 H -2.75 -3.38 2.58
11 H -2.04 -4.45 3.77
12 H -1.61 -5.96 2.06
13 H -0.54 -4.76 1.35
14 H -3.48 -5.03 0.74
15 H -2.20 -5.55 -0.32
16 H -3.06 -2.72 0.49
17 H -3.02 -3.41 -1.07
18 H -1.14 -2.08 -1.03
19 H -0.44 -3.49 -0.59
20 I 1.31 -5.84 -0.77
21 C 3.23 -5.22 -1.26
22 I 4.22 -4.06 0.26
23 H 3.10 -4.60 -2.13
24 H 3.78 -6.14 -1.44
25 Se -3.68 1.18 -4.27
26 P -2.40 2.45 -3.19
27 C -3.24 3.91 -2.56
28 C -3.79 4.66 -3.58
29 C -4.30 5.94 -3.31
30 C -4.34 6.39 -1.99
31 C -3.77 5.62 -0.98
32 C -3.16 4.41 -1.27
33 C -1.00 3.15 -4.15
34 C -0.84 2.96 -5.52
35 C 0.20 3.52 -6.20
36 C 1.08 4.34 -5.52
37 C 0.85 4.68 -4.18
38 C -0.15 4.05 -3.49
39 C -1.64 1.57 -1.80
40 C -0.58 0.66 -1.65
41 N -0.62 0.26 -0.35
42 N -1.62 0.85 0.24
43 N -2.24 1.65 -0.58
44 P 0.71 -0.18 -2.62
45 Se 1.74 -1.66 -1.41
46 C -0.01 -0.97 -4.08
47 C -0.41 -2.29 -4.03
48 C -1.03 -2.92 -5.12
49 C -1.15 -2.23 -6.30
50 C -0.71 -0.91 -6.38
51 C -0.17 -0.29 -5.28
52 C 1.96 1.00 -3.13
53 C 2.12 2.18 -2.42
54 C 3.21 2.99 -2.68
55 C 4.14 2.64 -3.64
56 C 4.01 1.44 -4.32
57 C 2.93 0.59 -4.04
58 H -3.81 4.33 -4.61
59 H -4.76 6.47 -4.12
60 H -4.84 7.30 -1.70
61 H -3.81 5.94 0.06
62 H -2.73 3.81 -0.50
63 H -1.58 2.37 -6.01
64 H 0.32 3.37 -7.24
65 H 1.89 4.80 -6.11
66 H 1.54 5.39 -3.67
67 H -0.26 4.28 -2.46
68 H -0.17 -2.86 -3.15
69 H -1.28 -3.99 -5.09
70 H -1.58 -2.71 -7.17
71 H -0.79 -0.37 -7.30
72 H 0.10 0.75 -5.30
73 H 1.39 2.48 -1.69
74 H 3.35 3.82 -2.01
75 H 5.01 3.27 -3.81
76 H 4.84 1.25 -5.00
77 H 2.81 -0.36 -4.55
78 N 3.37 0.88 0.36
79 C 2.32 0.46 0.61
80 H 4.29 1.13 0.08
81 C -3.29 1.37 2.72
82 Te -3.20 -0.72 2.51
83 C -3.46 -1.03 4.69
84 H -3.79 1.69 3.65
85 H -3.87 1.82 1.89
86 H -2.30 1.84 2.64
87 H -4.49 -0.80 5.00
88 H -2.77 -0.37 5.17
89 H -3.19 -2.06 4.93
90 C -0.56 2.12 5.05
91 C 0.24 1.10 4.24
92 C 1.16 1.91 3.31
93 C 1.08 0.19 5.11
94 C 1.39 0.46 6.42
95 C 2.27 -0.36 7.12
96 C 2.89 -1.42 6.45
97 C 2.58 -1.71 5.11
98 C 3.39 -2.81 4.47
99 C 2.56 -3.92 3.74
100 C 4.44 -2.32 3.51
101 C 1.63 -0.94 4.48
102 O 1.28 -1.18 3.21
103 H -1.33 2.57 4.43
104 H 0.10 2.93 5.37
105 H -1.08 1.67 5.87
106 H -0.47 0.50 3.67
107 H 1.76 2.56 3.98
108 H 0.63 2.55 2.58
109 H 1.83 1.29 2.72
110 H 0.91 1.28 6.90
111 H 2.53 -0.17 8.18
112 H 3.55 -2.14 6.92
113 H 3.87 -3.39 5.27
114 H 2.13 -3.59 2.77
115 H 1.68 -4.25 4.37
116 H 3.16 -4.81 3.52
117 H 4.04 -1.64 2.76
118 H 4.90 -3.14 2.96
119 H 5.30 -1.78 4.02

***

(6)
Formula: C5H10O
Source: the OMol25 dataset
Level of theory: the ωB97M-V functional and the def2-TZVPD basis

As for the orbital gap: 10.672 eV. The HOMO energy comes out at -9.80 eV. The net charge is 0. Its multiplicity is 1.

CARTESIAN COORDINATES (ANGSTROEM)
1 O 2.15 0.56 1.10
2 C 2.25 -0.41 0.39
3 C 0.19 -0.83 -1.44
4 C -0.63 -0.08 -0.72
5 C -1.80 -0.07 0.17
6 C -1.34 1.19 -0.61
7 H 0.71 0.48 2.41
8 H 1.88 -1.42 0.68
9 H 2.69 -0.33 -0.61
10 H 0.25 -1.90 -1.28
11 H 0.81 -0.38 -2.21
12 H 0.00 0.35 2.59
13 H -2.65 -0.64 -0.20
14 H -1.68 -0.04 1.25
15 H -1.88 1.47 -1.51
16 H -0.95 2.02 -0.02

***

(7)
Formula: C4H9O2
Source: the OMol25 dataset
Level of theory: the ωB97M-V functional and the def2-TZVPD basis

As for the orbital gap: 7.728 eV. The HOMO energy comes out at -3.78 eV. The net charge is -1. Its multiplicity is 1.

CARTESIAN COORDINATES (ANGSTROEM)
1 C 1.15 1.65 0.51
2 C -0.34 1.40 0.86
3 O -1.00 0.76 0.01
4 O -0.78 1.97 1.89
5 H 1.42 1.13 -0.40
6 H 1.86 1.54 1.33
7 H 1.15 2.72 0.27
8 C -0.10 -2.90 -1.86
9 C 0.62 -2.02 -0.80
10 H -1.16 -2.70 -1.83
11 H 0.30 -2.71 -2.85
12 H 0.01 -3.95 -1.56
13 H 1.13 -1.22 -1.32
14 H -0.19 -1.52 -0.26
15 H 1.22 -2.47 -0.04

***

(8)
Formula: BaCoH13O7
Source: the OMol25 dataset
Level of theory: the ωB97M-V functional and the def2-TZVPD basis

As for the orbital gap (spin up / spin down): 9.952 / 8.864 eV. The HOMO energy (spin up / spin down) comes out at -23.23 / -23.25 eV. The net charge is +3. Its multiplicity is 4.

CARTESIAN COORDINATES (ANGSTROEM)
1 Ba 1.02 -1.39 -1.36
2 Co 0.34 1.96 -1.04
3 O 0.47 0.51 -0.55
4 H 0.27 0.03 0.28
5 O 0.11 -2.06 0.52
6 H -0.76 -2.44 0.40
7 H 0.06 -1.59 1.35
8 O -1.08 -1.41 -1.89
9 H -1.29 -0.70 -1.28
10 H -1.82 -2.02 -1.82
11 O -0.70 2.31 0.18
12 H -1.64 2.40 0.00
13 H -0.63 2.42 1.13
14 O 2.76 -0.03 -1.18
15 H 2.40 0.80 -0.89
16 H 3.68 0.15 -1.34
17 O 0.48 -0.24 2.33
18 H -0.22 0.14 2.86
19 H 1.06 0.49 2.14
20 O -1.73 -0.02 -0.14
21 H -1.95 0.49 0.64
22 H -0.83 0.22 -0.34

***

(9)
Formula: C28H42O21
Source: the OMol25 dataset
Level of theory: the ωB97M-V functional and the def2-TZVPD basis

As for the orbital gap: 10.738 eV. The HOMO energy comes out at -10.58 eV. The net charge is 0. Its multiplicity is 1.

CARTESIAN COORDINATES (ANGSTROEM)
1 C 0.41 -3.15 2.57
2 C 0.43 -4.23 1.51
3 C -0.90 -4.51 0.83
4 O -0.83 -3.83 -0.42
5 C 0.46 -3.46 -0.67
6 O 0.84 -2.99 -1.70
7 O 1.24 -3.72 0.38
8 H 0.15 -3.65 3.51
9 H -0.36 -2.41 2.34
10 H 1.37 -2.67 2.73
11 H 1.05 -5.07 1.82
12 H -1.72 -4.08 1.40
13 H -1.09 -5.57 0.70
14 C 3.57 -0.58 3.85
15 C 3.47 -1.06 5.28
16 C 2.84 -0.09 6.27
17 O 1.91 -0.87 7.01
18 C 1.76 -2.08 6.42
19 O 0.99 -2.91 6.78
20 O 2.65 -2.24 5.42
21 H 4.56 -0.21 3.60
22 H 2.73 -0.02 3.45
23 H 3.53 -1.53 3.28
24 H 4.46 -1.38 5.60
25 H 2.41 0.82 5.84
26 H 3.59 0.33 6.94
27 C 1.51 2.72 2.84
28 C 2.47 3.59 3.60
29 C 1.81 4.22 4.86
30 O 2.69 3.94 5.92
31 C 3.70 3.16 5.49
32 O 4.69 2.91 6.09
33 O 3.47 2.77 4.21
34 H 1.97 2.34 1.93
35 H 0.63 3.27 2.52
36 H 1.21 1.90 3.49
37 H 2.97 4.40 3.07
38 H 0.85 3.69 4.98
39 H 1.53 5.27 4.80
40 C -1.83 -0.41 -1.70
41 C -0.76 0.60 -1.40
42 C -1.24 1.53 -0.24
43 O -0.45 1.07 0.87
44 C 0.39 0.11 0.50
45 O 1.19 -0.46 1.17
46 O 0.43 0.03 -0.86
47 H -2.68 0.09 -2.17
48 H -2.19 -0.95 -0.81
49 H -1.54 -1.25 -2.34
50 H -0.51 1.19 -2.28
51 H -2.31 1.48 -0.08
52 H -0.92 2.55 -0.48
53 C -4.97 4.73 -5.55
54 C -4.74 3.24 -5.23
55 C -3.69 2.61 -6.15
56 O -2.51 3.06 -5.49
57 C -2.76 3.20 -4.17
58 O -1.89 3.26 -3.36
59 O -4.08 3.17 -3.95
60 H -5.37 5.24 -4.67
61 H -5.70 4.76 -6.36
62 H -4.06 5.28 -5.79
63 H -5.75 2.84 -5.24
64 H -3.75 2.96 -7.17
65 H -3.74 1.52 -6.16
66 C 4.18 2.03 -0.66
67 C 4.18 0.54 -0.43
68 C 4.68 -0.39 -1.53
69 O 5.65 -1.22 -0.84
70 C 5.87 -0.78 0.41
71 O 6.60 -1.29 1.19
72 O 5.12 0.32 0.66
73 H 3.40 2.42 -1.30
74 H 5.19 2.35 -0.94
75 H 4.14 2.53 0.32
76 H 3.28 0.17 0.05
77 H 5.32 0.10 -2.27
78 H 4.00 -1.05 -2.06
79 C -5.64 -4.58 -3.84
80 C -5.33 -3.15 -3.44
81 C -3.89 -2.83 -3.85
82 O -3.96 -1.52 -4.45
83 C -5.23 -1.33 -4.86
84 O -5.59 -0.43 -5.54
85 O -6.06 -2.21 -4.25
86 H -6.72 -4.74 -3.76
87 H -5.24 -5.27 -3.09
88 H -5.32 -4.85 -4.84
89 H -5.53 -3.04 -2.38
90 H -3.52 -3.45 -4.67
91 H -3.19 -2.87 -3.01

***

(10)
Formula: C5H12O
Source: the OMol25 dataset
Level of theory: the ωB97M-V functional and the def2-TZVPD basis

As for the orbital gap: 10.435 eV. The HOMO energy comes out at -9.50 eV. The net charge is 0. Its multiplicity is 1.

CARTESIAN COORDINATES (ANGSTROEM)
1 C -0.76 1.51 1.32
2 O 0.27 0.58 1.09
3 C 0.25 -0.23 -0.09
4 C -1.17 -0.57 -0.57
5 C 1.04 0.47 -1.20
6 C 0.96 -1.51 0.35
7 H -1.45 1.14 2.09
8 H -1.37 1.72 0.43
9 H -0.32 2.45 1.66
10 H -1.65 0.26 -1.08
11 H -1.13 -1.41 -1.27
12 H -1.80 -0.87 0.27
13 H 0.58 1.43 -1.46
14 H 2.06 0.66 -0.86
15 H 1.08 -0.15 -2.10
16 H 1.91 -1.26 0.82
17 H 0.35 -2.04 1.09
18 H 1.15 -2.18 -0.50

***

multiplicity of number 8 (BaCoH13O7)? 4